Computed, not measured: a cluster of 8 separate species, C29H45NO13 in total at a distorted geometry, with ωB97M-V with the def2-TZVPD basis set.

**Frontier orbital gap (alpha / beta)**: 7.239 / 3.335 eV
**M**: 615.67 g mol⁻¹
**E_HOMO (alpha / beta)**: -11.2 / -11.2 eV
**Energy**: -58901.6465 eV
**Total charge**: +1
**Spin multiplicity**: 2

The geometry in XYZ format:
```
88
Properties=species:S:1:pos:R:3:forces:R:3
O -0.678696 -3.475772 -4.447899 -0.1056 1.0683 0.2401
C -0.527082 -2.297790 -4.211052 0.2677 -2.5621 -0.6296
O -0.837450 -1.366888 -5.103179 -1.0795 0.1452 -1.8618
C -0.461097 -0.079688 -4.705438 0.0100 1.1438 0.4018
C -0.372476 -0.192236 -3.222668 2.0107 -0.5094 1.8949
C 0.062921 -1.692573 -2.999477 -1.6324 1.2791 0.2614
H -1.212575 0.692822 -4.868571 -0.2334 -0.3785 -0.8904
H 0.448944 0.212195 -5.229592 0.1543 -0.0415 0.1311
H -1.316544 0.091876 -2.757791 -0.1605 -0.5557 0.0272
H 0.349919 0.469559 -2.744870 0.1159 0.2420 -0.2669
H -0.493363 -2.142146 -2.176961 0.6809 -0.0415 0.3075
H 1.128015 -1.923983 -3.010197 -0.0891 0.2192 0.4096
O -2.136730 -3.354057 0.498112 -0.7207 1.1974 -0.1087
C -2.930687 -2.493289 0.174449 0.9452 -1.0298 -0.3047
O -2.672407 -1.590869 -0.778172 2.3619 -0.1552 -0.7748
C -3.669479 -0.626669 -1.033241 -0.4619 -0.2133 0.8186
C -4.855510 -1.293678 -0.337636 -2.2204 1.0601 -1.3464
C -4.333786 -2.297995 0.631406 0.2066 -0.0493 0.7537
H -3.791983 -0.429007 -2.098145 -0.0011 -0.5898 -0.0314
H -3.365421 0.338756 -0.628760 0.0557 0.0193 0.4131
H -5.462385 -1.780331 -1.101156 0.0776 -0.1784 -0.0619
H -5.538967 -0.545588 0.064042 0.0434 -0.0401 0.3382
H -4.792852 -3.286377 0.653005 -0.3030 0.2618 0.0307
H -4.319168 -1.880222 1.638061 0.0028 -0.2832 0.2514
O 1.229998 -4.609500 -1.641670 0.0095 0.0087 -0.5831
C 1.064355 -4.281292 -0.509922 -0.0880 -0.6255 -0.3697
O 1.232327 -3.016639 -0.115065 0.0373 1.8335 -0.4746
C 1.140270 -2.855583 1.292790 0.4369 -1.3876 0.1418
C 1.333261 -4.283253 1.793305 0.0823 0.0518 1.1719
C 0.765049 -5.153511 0.663347 0.6970 0.7393 1.0641
H 0.142163 -2.562385 1.618270 0.1076 0.7192 -0.4183
H 1.962995 -2.215325 1.611042 -0.4717 0.3480 0.0521
H 0.794467 -4.332425 2.739550 -0.0520 -0.5506 0.0381
H 2.376603 -4.480417 2.039640 0.0770 -0.1385 -0.3012
H -0.309652 -5.190013 0.841672 0.0044 -0.6616 -0.4795
H 1.326119 -6.077004 0.520322 -0.7248 -0.2124 0.1672
O -1.007920 3.264922 -1.399192 -1.6589 1.0026 3.1183
C -1.579336 3.572272 -0.344065 0.6076 -1.8533 -3.3097
O -2.715433 2.892986 0.064170 1.1803 -0.1615 -0.9438
C -3.187628 3.457327 1.263739 -1.3882 0.6255 -0.5982
C -2.037015 4.169968 1.907653 0.0306 -0.6651 0.1908
C -1.225831 4.597742 0.671450 0.2881 0.0276 0.7787
H -3.714140 2.664329 1.794822 0.2739 0.0742 0.3697
H -3.929510 4.205760 0.985247 -0.3947 -0.0051 0.0424
H -1.506049 3.400280 2.467792 0.4455 0.3889 0.2870
H -2.449212 4.940988 2.558594 0.5748 0.1245 -0.0113
H -0.148333 4.517177 0.814993 -0.0480 0.3954 0.0524
H -1.497872 5.587084 0.303630 0.1112 0.0271 -0.0141
O 3.249364 0.136080 0.916957 0.2464 -0.9979 -2.9230
C 3.548703 -0.319024 -0.200845 -0.4262 1.6078 1.0896
O 3.078433 0.207702 -1.389688 -0.1430 -0.0494 1.6698
C 3.637728 -0.484883 -2.497257 0.5349 -0.6748 -1.1069
C 4.131256 -1.809384 -1.944672 -0.1829 -0.3766 -0.2706
C 4.452175 -1.468710 -0.506848 -0.0674 -0.8805 0.1661
H 4.424755 0.091886 -2.983081 0.1634 0.3224 0.4203
H 2.918632 -0.674994 -3.294042 -0.4654 0.3642 0.3609
H 4.972043 -2.226825 -2.498679 -0.0569 0.1276 0.0351
H 3.308239 -2.522093 -1.997469 0.0274 -0.1317 0.0902
H 5.519303 -1.271229 -0.405136 -0.1189 0.4514 0.3798
H 4.177791 -2.264039 0.186154 0.2428 -0.0595 0.0373
O 5.184125 5.978873 -1.133080 -0.2727 -2.0452 1.4913
C 4.683107 5.019925 -0.575474 1.4012 1.0747 -0.8493
O 5.372760 4.056933 0.196752 0.0939 2.1364 -0.8268
C 4.480591 3.074899 0.637822 -1.0382 -1.3369 0.2186
C 3.308412 3.154609 -0.311446 0.6950 -0.2170 -0.8206
C 3.244343 4.649860 -0.624441 -1.0340 -1.0579 0.3425
H 4.115403 3.170849 1.660335 0.5062 0.5034 0.3345
H 4.938268 2.090411 0.540828 0.2933 0.1779 0.2266
H 2.452731 2.537613 -0.037162 -0.1305 0.5729 0.1481
H 3.741322 2.700855 -1.202963 -0.4931 -0.1388 -0.4231
H 2.760908 5.223340 0.166448 -0.2770 0.1005 0.0128
H 2.763581 4.828595 -1.586223 0.2528 0.4048 0.1560
C -0.112678 0.456902 0.239328 0.9594 -0.1228 -0.2490
O 0.407945 0.311936 1.551650 -0.7730 0.0418 0.4126
H 0.374764 1.316922 -0.219858 -0.5048 0.3019 -0.2306
H 0.204687 -0.395445 -0.361409 -0.4256 -0.2647 -0.1825
H -1.198543 0.550919 0.251939 0.0998 0.0814 0.0137
H 1.357406 0.332963 1.411366 0.6047 -0.0471 0.3516
N -4.050264 0.030442 4.889293 0.6054 -0.9123 -1.1797
C -3.858432 0.283765 3.550549 -1.1386 0.8821 0.7006
C -2.671795 -0.307895 3.131148 0.4227 -0.2722 -0.7389
C -2.131037 -0.958029 4.197326 0.2267 -1.1968 -1.3315
C -3.053017 -0.841552 5.247293 -0.3021 1.5632 1.6002
H -4.840542 0.280159 5.466544 0.0192 0.0832 -0.1150
H -4.532837 0.862476 2.936799 -0.2158 0.0164 0.2875
H -2.351420 -0.335416 2.100131 0.3514 0.2133 0.1241
H -1.303825 -1.636885 4.051510 0.1935 0.1521 0.7045
H -2.985207 -1.102048 6.293218 0.0640 -0.5111 -0.1004
```
Forces are in eV/Å.



Computed, not measured: the molecule C6H14O, with ωB97M-V with the def2-TZVPD basis set.

**Frontier orbital gap**: 10.753 eV
**Structure (SMILES)**: COCC(C)(C)C
**ΔE to the lowest compared entry with this formula, charge and spin**: 65.6 kJ/mol
**M**: 102.18 g mol⁻¹
**E_HOMO**: -9.8 eV
**Energy**: -8496.2128 eV

The geometry in XYZ format:
```
21
Properties=species:S:1:pos:R:3:forces:R:3
C 2.502672 -1.164596 -0.879561 0.2538 -0.2052 -0.1140
O 1.150407 -1.170126 -0.509691 -0.0091 0.0247 0.0596
C 0.840856 0.104539 -0.005402 -0.2198 0.1035 0.2721
C -0.662688 0.279423 0.203299 -0.0527 -0.0313 0.0458
C -0.895743 1.777561 0.400516 -0.0238 0.0960 -0.0023
C -1.410983 -0.224867 -1.033421 -0.0376 -0.0020 -0.0785
C -1.181381 -0.478560 1.434354 -0.0131 -0.0388 0.0712
H 2.726960 -0.197236 -1.348269 0.2883 -0.2362 -0.1421
H 2.673205 -1.972694 -1.593265 0.0500 0.0389 0.1382
H 3.155592 -1.283942 -0.002613 -0.0116 -0.0185 -0.1386
H 1.229638 0.842975 -0.727978 -0.3629 0.1025 0.1043
H 1.387756 0.286445 0.936736 -0.1196 -0.0358 -0.0149
H -0.334413 2.147780 1.267798 -0.0931 -0.0279 -0.1172
H -1.957061 1.990925 0.566494 0.1300 -0.0246 -0.0177
H -0.563672 2.333834 -0.483288 -0.0922 -0.0067 0.1180
H -1.291427 -1.307135 -1.142895 -0.0171 0.1806 0.0112
H -1.028331 0.246091 -1.945778 -0.0712 -0.0154 0.0862
H -2.480798 -0.000974 -0.946742 0.1468 -0.0078 -0.0263
H -1.041411 -1.560683 1.340295 0.0639 0.1579 -0.0418
H -2.257662 -0.293957 1.550014 0.1760 -0.0415 -0.0348
H -0.695718 -0.148539 2.361022 0.0151 -0.0124 -0.1785
```
Forces are in eV/Å.



Computed, not measured: the molecule C11H16NO2P at a distorted geometry, with ωB97M-V with the def2-TZVPD basis set.

**Frontier orbital gap**: 8.028 eV
**ΔE to the lowest compared entry with this formula, charge and spin**: 335.8 kJ/mol
**M**: 225.23 g mol⁻¹
**E_HOMO**: -8.6 eV
**Energy**: -26537.9964 eV

The geometry in XYZ format:
```
31
Properties=species:S:1:pos:R:3:forces:R:3
C 2.992127 -0.450908 0.254502 2.0130 -1.2733 -1.0010
C 2.382064 -1.487933 -0.535625 1.2662 1.0925 -0.5797
C 2.408681 -0.094506 1.475178 -0.9792 -1.4680 0.8676
C 1.133189 -1.847150 -0.207318 -0.2531 -1.8513 -1.0208
C 1.079619 -0.474156 1.779972 2.7732 -1.3486 -4.4442
C 0.398081 -1.252507 0.825587 1.2860 0.9267 0.8250
C -2.438783 2.785568 -0.147320 -1.9794 0.5139 -0.1867
C -1.430356 -1.667519 -1.644784 1.9058 0.6573 1.7803
C -1.055012 -1.376548 0.850756 -0.9644 2.0605 1.0901
C -2.210021 1.441302 0.532963 -0.6230 -1.0298 -0.2597
C -1.636407 -0.768875 -0.426472 0.3832 0.6464 0.6013
N -2.051834 0.415406 -0.485387 -0.1913 -0.3831 -1.2226
O 2.365229 2.387997 0.367759 0.0351 0.7695 1.1453
O 0.701600 0.877039 -0.963854 0.4286 -0.1341 -0.3684
P 2.044041 1.321537 -0.569477 -0.2485 1.5584 -0.6961
H 4.088867 -0.236811 0.030082 -1.5961 -0.0241 0.6006
H 2.785957 -1.864876 -1.526425 -0.0892 0.5747 1.6183
H 3.020851 0.411078 2.187049 -0.0073 0.8229 0.2107
H 0.790314 -2.617855 -0.905578 -0.8170 0.3792 0.7506
H 0.522524 -0.019666 2.468412 -1.7613 1.6084 3.1634
H -1.498827 3.033199 -0.517147 1.5843 0.9951 -1.0178
H -3.214419 2.757903 -1.138943 1.9456 -0.0056 3.2748
H -2.677175 3.529568 0.706792 -0.0932 -0.8918 -1.7623
H -1.437519 -2.708526 -1.316652 0.7100 0.0067 -0.0730
H -0.487261 -1.302570 -2.137206 -0.9000 -0.7424 0.3449
H -2.202630 -1.645246 -2.301716 -2.3623 0.7579 -2.1065
H -1.237510 -2.380137 0.836892 -0.9405 -2.9075 -0.0111
H -1.560677 -0.963420 1.767874 0.7740 -0.1657 -0.8476
H -1.422802 1.462865 1.356401 -0.8998 0.0717 -1.0351
H -3.198757 1.213962 0.906257 -0.1819 -0.3621 1.0545
H 3.046840 1.521791 -1.522569 -0.2176 -0.8543 -0.6949
```
Forces are in eV/Å.



Computed, not measured: a cluster of 7 separate species, C26H32BBr4O18S2 in total at a distorted geometry, with ωB97M-V with the def2-TZVPD basis set.

**Frontier orbital gap**: 6.782 eV
**M**: 1027.09 g mol⁻¹
**E_HOMO**: -7.3 eV
**Energy**: -366853.5486 eV
**Total charge**: -1

The geometry in XYZ format:
```
83
Properties=species:S:1:pos:R:3:forces:R:3
O -3.169452 -1.178643 0.260107 1.6933 1.1931 2.1807
C -2.519672 -0.751436 1.225158 -1.9140 -2.7917 -3.0052
O -2.577358 0.451870 1.705448 -0.0619 0.5466 0.8853
B -1.787215 0.451990 2.921184 1.0686 1.9718 1.9084
O -1.260304 -0.904141 3.126656 0.8269 -0.7363 0.1643
C -1.569508 -1.649742 2.100948 -0.7579 -2.3590 -3.1448
O -1.300792 -2.806298 1.706637 -0.1460 3.5056 2.3804
O -2.395664 0.904010 4.210445 -0.6292 -1.6346 -1.3393
C -1.918506 2.028228 4.649748 -2.4755 1.4198 1.5353
O -2.385937 2.519455 5.661612 1.4657 0.3754 -0.8754
C -0.892118 2.562497 3.629097 3.5096 -0.3059 0.6354
O -0.712895 1.502130 2.830910 0.1919 0.7261 -1.0674
O -0.097938 3.512282 3.703309 -2.7229 -1.9190 -0.2961
Br -1.711019 -10.383399 2.152768 -0.3093 0.3003 -0.4361
C -3.083072 -9.720395 0.892773 -0.1896 -0.1710 -0.5214
C -4.128741 -8.988709 1.717534 0.2819 0.9960 -0.1255
Br -5.405885 -7.791898 0.669620 0.6757 -1.2709 0.4240
H -3.393767 -10.610470 0.345655 -0.4459 0.0335 0.4156
H -2.639814 -9.097002 0.116241 0.3138 0.2512 0.5143
H -3.630097 -8.196417 2.275851 0.0144 -0.3103 0.1054
H -4.643566 -9.645380 2.418839 -0.3384 0.1798 -0.3893
Br -7.070590 5.134895 1.937195 -0.4040 -0.5494 -0.7197
C -5.506351 6.146476 2.493618 -0.4222 -0.1917 -0.2935
C -5.243063 7.186529 1.410186 0.6255 0.4410 0.3998
Br -3.706181 8.464663 2.000683 -1.3751 -1.1620 -0.5759
H -4.677893 5.439341 2.535064 -0.1278 0.1795 0.2641
H -5.936868 6.362382 3.471429 1.1219 1.0281 -0.0785
H -6.074400 7.805502 1.072740 0.0295 0.1595 0.7737
H -4.939983 6.667216 0.501034 0.5815 0.0885 0.2327
O 5.514547 -4.866796 -2.143003 -2.9121 -0.5779 2.6934
S 4.448067 -5.066702 -1.097507 0.9442 1.1202 -1.3970
O 4.802326 -5.719749 0.170317 -1.1260 1.2573 -2.4472
O 3.756921 -3.578086 -0.729555 1.5159 -1.4432 0.1425
C 3.874599 -2.498510 -1.664907 -0.3415 1.0773 -0.7153
C 3.674243 -1.162623 -0.983301 0.4937 -0.0425 1.7383
C 2.877983 -5.784804 -1.903077 1.2869 -0.3861 2.0855
H 3.074181 -2.585541 -2.399654 0.0698 -0.3595 -0.2448
H 4.835862 -2.409012 -2.170929 0.0479 -0.8467 0.0239
H 2.880254 -1.192449 -0.237121 -0.6351 0.1398 -0.5818
H 3.623114 -0.315267 -1.667019 -0.4317 -0.3047 -0.1579
H 4.508728 -0.928943 -0.322146 0.5006 -0.1489 -0.1668
H 2.831839 -5.540517 -2.964344 0.0386 -0.0693 0.3649
H 2.052249 -5.486885 -1.256933 0.0102 0.9167 -0.4216
H 2.893149 -6.834514 -1.609845 0.5206 -0.3214 -0.8854
O -0.831667 7.569965 -2.534416 1.3150 -0.5069 -0.7373
S 0.583582 7.395452 -2.836369 -1.1352 -0.5999 2.9996
O 1.071701 6.263049 -3.604925 -0.4334 2.1970 0.7628
O 1.032225 8.774921 -3.497177 1.2054 -2.0383 -1.4306
C 0.940237 10.007867 -2.853334 -1.0532 0.7905 0.5727
C 0.358588 11.079180 -3.697834 -0.7646 1.6706 -1.6282
C 1.340761 7.417157 -1.060043 -0.1026 0.1295 -0.5450
H 1.933429 10.314485 -2.525243 -0.1867 -0.2138 0.5730
H 0.130827 9.965635 -2.124523 0.7454 -0.5288 0.9737
H 0.942770 11.579413 -4.470233 0.7273 -0.3033 0.1808
H 0.033141 11.870601 -3.022660 0.1344 0.1391 0.1096
H -0.545449 10.836831 -4.256473 -0.1485 -0.6962 0.3472
H 0.944322 8.242278 -0.468350 -0.0389 0.5391 -0.7284
H 2.429313 7.428201 -1.004958 -0.0569 0.0543 -0.5358
H 1.003178 6.598543 -0.424427 -0.2318 -0.6506 -0.9067
C 3.575543 1.176456 6.530892 2.7386 2.0034 -0.6788
C 4.821552 1.530792 6.003750 -4.3851 0.4327 1.8501
C 5.633384 0.562629 5.363135 1.4953 -1.3816 -1.1161
O 6.745599 0.844253 4.934484 -0.4648 -0.2951 0.1956
C 5.015731 -0.778575 5.146774 -1.7230 0.0132 -0.2709
C 3.728157 -1.038308 5.488177 1.8490 -0.3153 -0.3412
C 2.972014 -0.147315 6.403684 2.2371 -0.1959 -1.6918
O 1.975824 -0.473843 6.947243 -2.0992 -0.5376 1.2358
H 2.956461 1.905288 7.032819 -0.0085 0.1998 0.0011
H 5.118528 2.568033 5.955392 0.2418 0.0017 0.3475
H 5.473187 -1.487477 4.472543 0.5672 0.1141 0.1158
H 3.324116 -1.966646 5.112212 -0.4878 -0.0386 0.3293
C -1.793563 -5.848385 -7.570071 -0.6506 -1.0808 0.6338
C -1.916373 -6.979660 -6.863712 1.3171 -0.0173 -1.2574
C -2.014017 -7.023460 -5.396386 -0.1858 -0.3715 0.5747
O -1.814219 -8.024844 -4.743676 0.0231 -0.3768 -0.2564
C -2.329650 -5.757745 -4.747828 0.2230 1.4684 -0.4476
C -2.157135 -4.623136 -5.440234 -0.6264 -0.1587 1.4679
C -1.855274 -4.579888 -6.862113 -0.1373 1.9003 -1.5554
O -1.735471 -3.521616 -7.482354 -0.0081 -0.8931 0.8446
H -1.741519 -5.884672 -8.648208 0.3619 0.2898 -0.0192
H -1.642508 -7.869639 -7.410833 -0.5806 -0.5918 0.3112
H -2.617185 -5.658862 -3.711505 0.0537 -0.5695 0.1190
H -2.359556 -3.712100 -4.896683 0.2114 0.4133 -0.3809
```
Forces are in eV/Å.



- Number 4 is which compound?
  C26H32BBr4O18S2



- What is the energy in the third record?
  -26537.9964 eV



- M of number 1 (C29H45NO13)?
  615.67 g mol⁻¹



- The lowest M belongs to which entry?
  C6H14O